# 1
# C18H18N2

The ion C18H18N2 with charge +2 (wB97M-V/def2-TZVPD, the OMol25 dataset).

For the total energy, the calculation gives -21920.128 eV. The largest force on an atom is 0.061 Eh/bohr. Its charge is +2. As for the orbital gap: 5.93 eV. As for the spin multiplicity: 1. For the lowest unoccupied orbital energy, the calculation gives -0.29258 Eh. Its relative energy (zero: lowest compared OMol25 entry of this formula, charge and spin) is 80.5 kcal/mol.

Last column: Mulliken charge in e.
Element x y z (Å)
C  -3.1484  -2.5453  2.2097  -1.15
C  -1.6137  -2.8521  2.1625  0.37
C  -1.0900  -4.2244  1.8973  -0.48
C  0.3558  -4.4899  1.8150  -0.49
C  1.3675  -3.4119  1.9957  -0.65
C  0.8468  -2.0705  2.2566  0.91
C  1.7745  -0.7920  2.4308  -1.24
N  1.4356  0.1064  1.2654  0.18
C  1.9967  -0.2405  0.0573  -0.02
C  1.7080  0.5268  -1.1537  -0.68
C  0.7687  1.6696  -1.0070  0.66
C  0.3413  2.5374  -2.2099  0.39
C  1.2488  3.3205  -3.0672  -0.40
C  0.6348  4.0433  -4.1879  -0.30
N  -0.7245  4.0015  -4.4527  -0.02
C  -1.6125  3.2917  -3.6712  -0.38
C  -1.1194  2.5359  -2.5319  -0.45
C  0.2197  1.9964  0.3192  -0.63
C  0.5761  1.1611  1.4664  -0.15
C  -0.6160  -1.8002  2.3413  -0.23
H  -3.3167  -1.4325  2.1057  0.31
H  -3.6694  -2.9775  3.0993  0.31
H  -3.6023  -2.9959  1.2750  0.33
H  -1.8627  -5.0170  1.7341  0.39
H  0.7082  -5.5218  1.5842  0.36
H  2.4649  -3.6019  1.9047  0.37
H  1.5525  -0.2803  3.4093  0.38
H  2.8408  -1.1290  2.4027  0.43
H  2.6774  -1.1231  -0.0296  0.41
H  2.1648  0.2714  -2.1359  0.46
H  2.3455  3.3440  -2.8619  0.45
H  1.2478  4.6432  -4.9131  0.40
H  -1.0993  4.5001  -5.2644  0.30
H  -2.7092  3.2359  -3.8978  0.38
H  -1.8077  1.9296  -1.8988  0.45
H  -0.4870  2.8470  0.5000  0.44
H  0.1919  1.3049  2.5089  0.44
H  -0.9892  -0.7609  2.5419  0.17


# 2
# C3H10Si

A cluster of 2 separate species, C3H10Si in total (wB97M-V/def2-TZVPD, the OMol25 dataset).

For the total energy, the calculation gives -11147.293 eV. The largest force on an atom is 0.081 Eh/bohr. As for the orbital gap: 9.90 eV. As for the spin multiplicity: 1. For the lowest unoccupied orbital energy, the calculation gives 0.02769 Eh. Its relative energy (zero: lowest compared OMol25 entry of this formula, charge and spin) is 72.9 kcal/mol.

Last column: Mulliken charge in e.
Element x y z (Å)
C  1.4722  0.8287  0.0020  -1.03
C  1.3012  -0.6233  -0.0898  -0.43
C  -0.8399  -1.1975  0.0398  -0.74
Si  -1.8417  0.3335  -0.0241  0.37
H  2.4705  1.1466  -0.2627  0.35
H  0.9128  1.1443  -0.8070  0.34
H  1.1881  1.3640  0.8989  0.29
H  1.5022  -1.1046  -1.0291  0.32
H  1.7874  -1.1914  0.7396  0.25
H  -0.9317  -2.0730  0.7097  0.43
H  -0.6925  -1.6089  -0.9772  0.28
H  -1.7039  0.9667  1.4131  -0.11
H  -3.3474  0.5387  -0.1304  -0.15
H  -1.1379  0.9767  -1.0810  -0.16


# 3
# C39H76BrCl2FN3O11

A cluster of 6 separate species, C39H76BrCl2FN3O11 in total (wB97M-V/def2-TZVPD, the OMol25 dataset).

For the total energy, the calculation gives -166457.534 eV. The largest force on an atom is 0.192 Eh/bohr. Its charge is +1. As for the orbital gap: 8.51 eV. As for the spin multiplicity: 1. For the lowest unoccupied orbital energy, the calculation gives -0.08282 Eh.

Last column: Mulliken charge in e.
Element x y z (Å)
C  -2.7074  -0.5892  -0.4302  0.34
C  -2.9202  -0.7628  -2.0464  -0.50
C  -1.7936  -1.6826  -2.8025  -0.60
C  -0.2379  -1.3329  -2.4232  -0.23
N  0.0799  0.1398  -2.2975  -0.03
C  0.5292  0.5333  -0.9082  -0.84
C  2.1573  0.2330  -0.8397  -0.75
C  2.9264  0.3644  -2.2813  -0.22
C  3.1704  -1.0990  -3.0437  0.24
O  2.9370  -1.2585  -4.3754  -0.50
Cl  3.8309  -2.6216  -2.1433  -0.16
N  2.7502  1.0544  0.2835  0.78
C  4.1306  0.5836  0.6850  -0.76
C  3.9781  0.0151  2.2505  0.26
C  5.2644  -0.8920  2.7210  -1.04
Cl  2.4159  -1.0104  2.3757  -0.16
C  2.7156  2.5166  -0.1060  -0.17
C  3.1582  3.4923  1.1708  -0.62
C  4.5273  4.3738  0.7935  -0.72
C  4.0284  5.8693  0.3128  -0.38
Br  4.1839  7.0939  1.9098  -0.18
C  1.2512  2.9750  -0.7665  -0.18
F  1.3723  3.2763  -2.2420  -0.42
N  0.1452  1.9376  -0.4845  0.16
C  -0.2906  1.9542  0.9947  -0.34
C  -1.1361  3.3458  1.3758  -0.24
C  -2.5480  3.0204  2.1558  -0.96
H  -2.5070  0.5728  -0.2443  -0.36
H  -1.8687  -1.2661  0.0324  -0.10
H  -3.7569  -0.7964  0.0961  0.34
H  -2.9394  0.2806  -2.6256  0.16
H  -3.9692  -1.2555  -2.2092  0.35
H  -1.9074  -1.6737  -3.9858  0.13
H  -1.9818  -2.8148  -2.4743  0.30
H  0.4225  -1.7366  -3.3322  0.19
H  0.1662  -1.9362  -1.4757  0.10
H  -0.6693  0.7575  -2.6785  0.35
H  0.0418  -0.2266  -0.1271  -0.24
H  2.2477  -0.9117  -0.5144  0.26
H  4.0228  0.7955  -2.0961  0.39
H  2.4248  1.0882  -3.0520  0.32
H  4.4919  -0.3049  -0.0192  0.27
H  4.9534  1.4220  0.6221  0.27
H  3.8522  0.8991  3.0074  0.30
H  5.2481  -0.9268  3.9113  0.33
H  6.3143  -0.4156  2.4381  0.30
H  5.1781  -2.0271  2.3620  0.26
H  3.5153  2.7480  -0.9564  0.47
H  2.3014  4.2219  1.5100  0.41
H  3.4586  2.8709  2.1342  -0.02
H  5.1783  4.4615  1.7825  0.44
H  5.2133  3.8230  0.0086  0.31
H  2.9071  5.7600  -0.0209  0.25
H  4.7429  6.2424  -0.5620  0.18
H  1.0113  4.0280  -0.2682  0.47
H  -0.6863  2.2809  -1.0469  0.83
H  -1.0164  1.0723  1.2673  0.37
H  0.6555  1.8233  1.7071  0.23
H  -1.3126  3.9870  0.4082  0.35
H  -0.4434  3.8989  2.1755  0.20
H  -2.7408  3.8582  2.9815  0.37
H  -2.5165  1.9748  2.7042  0.29
H  -3.4801  3.0921  1.4166  0.15
O  -2.5819  0.2028  -5.7388  -0.54
C  -3.5055  -0.1420  -6.4705  0.87
O  -4.4662  -0.9763  -6.0110  -0.36
C  -5.6813  -1.2908  -6.7167  -0.39
C  -5.4603  -2.4281  -7.6935  -0.98
C  -3.5378  0.2758  -7.9109  -1.16
H  -6.1019  -0.4000  -7.1927  0.36
H  -6.4059  -1.6059  -5.9582  0.32
H  -4.7321  -2.1619  -8.4639  0.27
H  -6.3985  -2.7028  -8.1845  0.37
H  -5.0642  -3.3064  -7.1743  0.30
H  -2.9142  -0.4060  -8.4974  0.27
H  -3.1327  1.2893  -7.9863  0.32
H  -4.5390  0.3166  -8.3364  0.35
O  4.2712  8.0354  -1.6510  -0.53
C  5.1727  8.7542  -2.0727  0.77
O  4.9011  9.7465  -2.9511  -0.36
C  5.8426  10.7564  -3.3597  -0.41
C  6.6992  10.2639  -4.5085  -0.93
C  6.6011  8.4890  -1.6988  -0.98
H  6.4357  11.1085  -2.5103  0.36
H  5.2492  11.6130  -3.6970  0.29
H  7.3014  9.3985  -4.2201  0.26
H  7.3723  11.0540  -4.8543  0.35
H  6.0699  9.9460  -5.3457  0.29
H  7.0078  7.7153  -2.3575  0.26
H  6.6276  8.1323  -0.6649  0.28
H  7.2372  9.3719  -1.7319  0.36
O  -0.8175  -7.3589  3.7373  -0.57
C  0.0841  -6.6402  3.3157  0.75
O  -0.1876  -5.6478  2.4373  -0.34
C  0.7539  -4.6379  2.0286  -0.26
C  1.6106  -5.1304  0.8798  -0.81
C  1.5124  -6.9053  3.6895  -0.92
H  1.3470  -4.2859  2.8780  0.37
H  0.1605  -3.7813  1.6914  0.09
H  2.2127  -5.9958  1.1682  0.32
H  2.2836  -4.3404  0.5340  0.18
H  0.9812  -5.4483  0.0426  0.30
H  1.9191  -7.6790  3.0309  0.25
H  1.5389  -7.2620  4.7234  0.29
H  2.1485  -6.0225  3.6565  0.34
O  -1.9686  -12.7745  8.4663  -0.58
C  -1.3114  -11.9466  7.8420  0.71
O  -1.9173  -10.8730  7.2845  -0.36
C  -1.2231  -9.7558  6.6986  -0.47
C  -0.8676  -10.0380  5.2528  -0.39
C  0.1548  -12.1553  7.6036  -0.84
H  -0.3542  -9.4727  7.3004  0.35
H  -1.9148  -8.9075  6.7384  0.31
H  -0.1865  -10.8882  5.1638  0.27
H  -0.3932  -9.1652  4.7947  -0.12
H  -1.7657  -10.2915  4.6808  0.29
H  0.2889  -12.8092  6.7363  0.23
H  0.5839  -12.6367  8.4874  0.30
H  0.7142  -11.2327  7.4587  0.30
O  -5.1373  1.8547  0.7852  -0.56
C  -6.3094  2.0019  1.1197  0.77
O  -7.0331  3.0374  0.6358  -0.35
C  -8.4533  3.1950  0.8127  -0.40
C  -8.7619  3.8736  2.1320  -0.96
C  -6.9334  1.0968  2.1403  -1.01
H  -8.9729  2.2390  0.6971  0.36
H  -8.7975  3.8337  -0.0078  0.30
H  -8.4232  3.2755  2.9818  0.27
H  -9.8374  4.0443  2.2358  0.36
H  -8.2446  4.8361  2.1969  0.30
H  -6.6778  1.4544  3.1426  0.26
H  -6.5287  0.0897  2.0031  0.32
H  -8.0141  1.0051  2.0470  0.34


# 4
# C5H12N2O

The ion C5H12N2O with charge +1 (wB97M-V/def2-TZVPD, the OMol25 dataset).

For the total energy, the calculation gives -10398.456 eV. The largest force on an atom is 0.036 Eh/bohr. Its charge is +1. As for the orbital gap (alpha / beta): 10.70 / 4.87 eV. As for the spin multiplicity: 2. For the lowest unoccupied orbital energy (alpha / beta), the calculation gives -0.11650 / -0.30983 Eh. Its relative energy (zero: lowest compared OMol25 entry of this formula, charge and spin) is 19.5 kcal/mol.

Last column: Mulliken spin population.
Element x y z (Å)
N  1.6754  -2.2933  0.4192  0.10
C  1.0663  -1.0393  0.6804  0.00
C  0.2231  -0.5620  -0.4821  -0.07
N  -0.2571  0.7758  -0.5179  0.66
C  -0.0212  1.7277  0.5590  -0.02
C  -0.9305  1.4667  1.7828  0.09
C  -1.4089  1.0559  -1.3820  -0.01
O  0.0260  -1.2822  -1.4263  0.16
H  1.4658  -3.0271  1.0804  0.00
H  1.5316  -2.6075  -0.5271  0.00
H  1.8455  -0.3226  1.0049  0.02
H  0.4646  -1.0317  1.5905  0.00
H  -0.2818  2.6828  0.1049  0.00
H  1.0064  1.7586  0.8558  0.01
H  -0.8187  0.4286  2.0748  0.00
H  -0.6421  2.0655  2.6259  0.00
H  -1.9558  1.6669  1.5207  0.00
H  -1.5852  0.1724  -1.9875  0.01
H  -2.3001  1.3126  -0.8010  0.03
H  -1.0624  1.8824  -1.9738  0.03